(1)
24
Properties=species:S:1:pos:R:3:forces:R:3 method="wB97M-V/def2-TZVPD" spin_multiplicity=1 total_charge=0
C -0.5140 -0.4127 -1.5666 -0.2 2.9 -1.7
C 0.7931 0.1314 -1.0005 0.5 0.7 1.1
C 1.6863 0.9653 -2.0078 -0.2 -2.0 1.9
S 1.6793 -1.3489 -0.5556 1.9 0.6 -1.9
O 1.1422 -1.9855 0.5773 -1.2 -0.9 1.8
O 1.9225 -2.1594 -1.7268 -0.1 0.7 0.6
O 3.0818 -0.6803 -0.0692 0.6 -2.6 1.3
H -1.2725 0.4919 -1.4557 1.3 -2.2 -0.8
H -0.8416 -1.2650 -1.0438 -0.8 -0.9 0.8
H -0.2812 -0.7436 -2.6289 -0.8 0.6 1.1
H 0.6352 0.6492 -0.0103 0.1 -0.4 -1.0
H 2.5362 0.2945 -2.1123 0.5 0.7 -0.6
H 1.1583 0.9777 -2.9092 -0.6 0.4 -1.5
H 1.9814 1.9435 -1.6760 0.0 0.2 0.3
H 3.5091 -1.4608 0.4784 -0.9 2.3 -1.4
N -1.7367 -0.8607 2.0062 0.4 -0.8 1.2
C -1.9236 0.4314 1.4635 -1.4 -1.1 -2.0
C -2.3065 1.5742 2.3420 -0.4 0.6 -2.9
O -1.0104 1.4092 1.7043 1.4 1.6 0.9
H -0.8559 -1.3890 1.6892 -1.8 1.3 1.0
H -1.9515 -0.8279 3.0513 1.0 -0.6 -2.1
H -2.2387 0.4534 0.3204 0.2 -0.2 2.5
H -2.2853 1.4719 3.4393 -0.3 0.3 -0.8
H -2.9074 2.3400 1.6908 0.8 -1.1 2.3

(2)
9
Properties=species:S:1:pos:R:3:forces:R:3 method="wB97M-V/def2-TZVPD" spin_multiplicity=3 total_charge=0
C -0.0236 0.2371 -1.5939 -2.6 2.8 -4.3
C 0.6732 -0.4750 -0.7520 0.5 -4.3 5.5
N -0.0704 -1.0999 0.7213 3.7 1.4 -5.3
O -1.0833 -0.4908 2.9443 0.7 -0.5 -0.6
O -0.1527 1.4088 1.7734 1.2 -1.0 -1.0
S -0.4197 -0.0211 1.7394 -4.0 2.7 4.1
H 0.4467 0.6426 -2.5337 0.2 0.3 1.6
H -1.1100 0.3554 -1.7115 0.4 -0.9 0.5
H 1.7398 -0.5570 -0.5871 -0.2 -0.4 -0.4

(3)
25
Properties=species:S:1:pos:R:3:forces:R:3 method="wB97M-V/def2-TZVPD" spin_multiplicity=1 total_charge=+1
C -1.3154 0.6182 -2.7549 0.7 0.6 1.8
C -1.9760 1.0694 -1.6121 1.3 -0.6 0.0
C -0.0324 0.1410 -2.6211 -1.6 -0.7 1.9
C -1.5144 0.9186 -0.3203 -0.9 0.7 -1.2
C -0.4189 0.0783 -0.1688 -0.2 0.3 0.6
C 0.2749 -0.2479 -1.2972 1.5 0.1 -2.2
C -2.1568 1.6359 0.8044 -0.1 -2.5 -1.3
C -1.8559 1.0802 1.9522 -0.3 1.2 3.7
C -1.0101 -0.1061 2.2363 0.5 0.8 -1.8
C 1.2172 -0.5530 1.3480 1.6 0.0 1.1
C 2.5116 -0.9393 -0.8178 2.1 -0.5 0.6
N -0.0176 -0.2484 1.1519 0.8 -0.6 0.2
N 3.3024 -2.0306 -0.7214 -2.5 3.4 -0.3
O 1.3601 -1.1473 -1.3459 -0.7 -1.3 0.3
H -1.8145 0.7414 -3.6482 -0.6 0.4 -2.0
H -2.8163 1.6475 -1.7400 -2.0 1.1 -0.4
H 0.6043 -0.1484 -3.4184 0.4 -0.2 -0.5
H -3.0862 2.1817 0.6465 0.8 0.7 0.0
H -2.1836 1.5351 2.8947 -0.6 -0.2 -0.4
H -0.4469 -0.0998 3.1343 0.4 0.5 0.9
H -1.6121 -0.9776 2.3066 -0.8 -1.0 -0.3
H 1.4539 -0.6622 2.4677 -0.5 -0.1 -1.4
H 2.9163 0.0452 -0.9119 0.4 0.6 0.7
H 2.6923 -2.7486 -0.8921 -0.9 -3.2 -0.3
H 4.2492 -2.1887 -0.5139 1.1 0.5 0.3

(4)
49
Properties=species:S:1:pos:R:3:forces:R:3 method="wB97M-V/def2-TZVPD" spin_multiplicity=1 total_charge=0
C -0.2090 3.5990 0.4514 -0.2 -0.4 0.1
C -0.5558 2.3109 1.1800 0.3 0.3 0.2
O -1.3626 1.5336 0.3142 -0.3 -0.1 -0.1
C -1.7596 0.3010 0.7087 -0.2 -0.3 0.0
C -1.5224 -0.2398 1.9695 0.1 0.3 -0.1
C -1.9936 -1.4982 2.3001 -0.1 -0.2 -0.1
C -2.7228 -2.2220 1.3752 0.0 -0.2 0.1
Br -3.3863 -3.9430 1.8375 0.1 0.1 0.0
C -2.9737 -1.7074 0.1158 0.1 0.1 0.0
C -2.4728 -0.4635 -0.2327 0.0 0.2 0.4
C -2.8059 0.0687 -1.5886 0.0 0.0 0.1
O -3.9433 0.0779 -2.0092 -0.2 -0.1 0.0
N -1.7879 0.5616 -2.3522 -0.1 0.3 -0.6
C -0.4162 0.6004 -2.1174 0.6 0.0 0.0
C 0.3156 1.6730 -2.6265 -0.2 -0.1 0.0
C 1.6706 1.7800 -2.3850 0.1 -0.2 0.1
C 2.3292 0.8095 -1.6353 -0.2 -0.1 0.0
C 3.7835 0.8704 -1.3036 -0.1 0.2 -0.1
O 4.4492 -0.1293 -1.1152 0.1 -0.2 0.1
N 4.2984 2.1217 -1.2244 0.0 0.4 -0.1
C 5.6615 2.3682 -0.8190 0.2 -0.2 0.3
C 5.7877 2.7356 0.6675 0.1 0.1 -0.2
C 5.0402 4.0299 0.9825 0.1 -0.3 0.0
C 7.2625 2.8667 1.0352 -0.3 -0.1 0.0
C 1.6096 -0.2983 -1.1951 0.1 0.2 0.0
C 0.2563 -0.4124 -1.4356 0.0 0.0 -0.1
H -1.1188 4.1308 0.1876 -0.1 0.1 0.0
H 0.3377 3.3708 -0.4596 0.1 0.0 0.0
H 0.4003 4.2308 1.0914 0.1 0.1 0.1
H -1.1029 2.5355 2.1052 0.1 -0.1 -0.1
H 0.3596 1.7575 1.4307 -0.1 0.0 0.0
H -0.9703 0.3147 2.7107 0.0 0.1 0.0
H -1.7992 -1.9064 3.2797 0.0 0.0 0.1
H -3.5496 -2.2635 -0.6081 -0.1 0.0 0.0
H -2.1111 1.0646 -3.1710 -0.1 -0.1 0.2
H -0.1915 2.4327 -3.2042 -0.1 0.1 0.0
H 2.2132 2.6145 -2.8062 0.0 0.1 0.0
H 3.6807 2.9147 -1.2713 -0.1 -0.2 0.0
H 6.0750 3.1713 -1.4370 0.1 0.0 0.0
H 6.2133 1.4456 -1.0130 0.0 0.2 0.0
H 5.3475 1.9209 1.2519 0.0 0.0 -0.1
H 5.4145 4.8451 0.3657 0.0 0.1 -0.1
H 3.9716 3.9211 0.8072 -0.1 0.1 0.0
H 5.1815 4.3006 2.0262 0.0 0.1 0.1
H 7.7917 1.9399 0.8293 0.1 -0.1 0.0
H 7.7276 3.6647 0.4599 0.1 0.1 -0.1
H 7.3719 3.0972 2.0921 0.1 0.0 0.1
H 2.1400 -1.0740 -0.6638 0.0 -0.1 0.0
H -0.2780 -1.2873 -1.1010 0.0 -0.1 0.0

(5)
55
Properties=species:S:1:pos:R:3:forces:R:3 method="wB97M-V/def2-TZVPD" spin_multiplicity=3 total_charge=+2
Pr 0.2560 0.5204 -0.4447 0.3 -1.2 -1.3
P 2.4652 -1.1950 -0.2465 0.6 -0.5 -1.3
C 2.2759 -0.8202 -2.0925 -1.5 0.7 -0.4
C 1.0388 -1.5195 -2.7509 0.8 0.4 0.3
N -0.1642 -1.0508 -2.3366 0.1 0.0 0.1
C -1.3269 -1.5359 -2.8321 0.0 0.2 0.3
C -1.3163 -2.5489 -3.7780 -0.2 -0.2 -0.4
C -0.0717 -3.0498 -4.2175 -0.6 0.6 0.4
C 1.1178 -2.5333 -3.7089 0.1 0.2 0.6
C -2.6258 -0.9263 -2.2919 0.0 -0.7 -0.5
P -2.4646 0.7007 -1.4304 -1.1 -0.6 -0.9
H 2.1076 -2.9200 -3.9706 -0.5 0.1 -0.2
H -2.2957 -2.9196 -4.1656 1.1 0.2 0.3
H -0.0494 -3.8169 -4.9653 0.0 -0.3 -0.2
H -3.3162 -0.7927 -3.1577 0.2 -0.2 0.7
H -3.0941 -1.6198 -1.5529 0.3 0.3 -0.7
H 2.0916 0.4247 -2.1031 0.8 -3.0 -0.2
H 3.2143 -1.0075 -2.6407 -0.4 0.0 0.2
H 0.9202 2.6736 -1.2227 1.0 0.3 -0.8
O 1.9062 1.9086 -1.7891 -1.6 1.3 -1.0
H 1.7900 2.0989 -2.7705 0.4 -0.1 1.7
H 0.1317 2.3467 0.6701 0.1 1.0 2.3
O -0.0396 2.8437 -0.7173 -1.0 2.0 1.2
H -0.2972 3.8044 -0.5537 0.6 -1.7 -0.5
C -2.7399 1.8483 -2.8274 0.3 0.3 0.1
H -3.6841 1.6073 -3.3376 0.3 0.1 0.2
H -2.7859 2.8729 -2.4299 0.0 -0.2 -0.3
H -1.9073 1.7774 -3.5427 -0.3 0.1 0.2
C -4.0756 0.7361 -0.5890 0.0 0.2 0.4
H -4.0308 1.5314 0.1674 -0.3 -0.2 -0.2
H -4.8819 0.9453 -1.3082 0.3 -0.1 0.3
H -4.2474 -0.2285 -0.0883 0.0 0.4 -0.1
C 2.5124 -2.9894 -0.0146 0.0 0.0 0.3
H 3.5587 -3.2943 -0.1985 -0.7 -0.3 0.1
H 2.2414 -3.1284 1.0478 0.2 -0.4 -0.5
H 1.7965 -3.5136 -0.6655 0.3 0.1 0.3
C 4.2117 -0.7740 -0.0338 0.1 0.3 0.4
H 4.3263 -0.5337 1.0292 0.5 0.0 -0.2
H 4.7863 -1.6753 -0.2953 0.0 0.5 0.1
H 4.5052 0.0884 -0.6523 -0.1 -0.3 0.3
O 0.2118 3.3030 4.0409 -0.2 -0.8 1.1
C 0.0135 2.0798 4.6149 0.5 1.5 -0.4
C 0.0286 2.0171 6.0078 -0.2 -0.9 0.1
C -0.1452 0.7767 6.6164 0.1 0.3 0.0
C -0.3663 -0.3828 5.8606 -0.2 -0.1 -1.1
C -0.4353 -0.2912 4.4770 0.2 0.0 0.4
C -0.1896 0.9377 3.8142 0.3 0.5 0.1
C -0.1449 0.9538 2.3675 -0.1 0.5 0.8
O -0.5747 -0.0180 1.7380 0.3 0.3 -1.3
O 0.4523 2.0416 1.6667 -1.1 -1.2 -0.1
H 0.3721 3.1527 3.1129 0.1 0.3 -0.6
H 0.1844 2.8996 6.6118 0.0 0.1 -0.2
H -0.1005 0.6935 7.7038 0.0 0.1 -0.3
H -0.4999 -1.3530 6.3256 0.0 0.2 0.1
H -0.6453 -1.1465 3.8497 0.1 -0.2 0.2

(6)
14
Properties=species:S:1:pos:R:3:forces:R:3 method="wB97M-V/def2-TZVPD" spin_multiplicity=1 total_charge=+1
N 1.9612 0.5779 0.1142 -0.1 1.9 -1.9
C 1.0433 -0.6815 -0.1196 1.6 1.3 -0.9
C -0.3638 -0.2744 0.0847 -3.1 -1.6 -1.2
C -1.6916 -1.1775 -0.0619 3.8 3.2 0.8
N -2.5865 -0.2670 -0.0261 -2.5 -0.8 -0.8
N -2.1289 0.9611 -0.0797 1.8 -0.5 1.7
N -0.7247 0.9722 0.1332 -1.3 -0.1 -0.6
H 2.9273 0.4600 0.5074 -1.3 -0.2 -0.1
H 1.3856 1.3086 0.6178 0.7 -0.9 -0.1
H 2.1302 1.0915 -0.8444 -0.4 -1.4 2.1
H 1.3407 -1.4404 0.5680 0.4 -0.5 0.4
H 1.3260 -0.9531 -1.1725 -0.8 -0.2 1.0
H -1.8481 -2.2449 -0.0541 0.0 0.1 -0.1
H -2.7706 1.6676 0.3330 1.2 -0.4 -0.5

Results for energy above the lowest of the compared OMol25 structures with the same formula, charge and spin: 241.47; 524.15; 465.78; 126.13; 0.00; 224.91 (in kJ/mol, following the order of the records).